Record 1
A structure of composition C37H38AgF3N3O3P2S2Te, computed with ωB97M-V/def2-TZVPD.

The geometry in XYZ format:
```
90
Properties=species:S:1:pos:R:3:forces:R:3:mulliken_charge:R:1
Ag -0.666 -0.233 -0.773 0.376 0.362 1.001 0.62
C 1.778 -1.457 1.889 -0.344 0.083 -0.065 -1.08
C 0.483 -1.118 2.650 0.128 -0.117 -0.295 -0.31
N -0.723 -1.516 1.946 -0.131 -0.026 0.293 0.55
C -1.126 -2.903 2.084 0.128 0.027 -0.103 -1.00
C -0.324 -3.889 1.223 -0.103 0.375 -0.364 -0.75
S -0.109 -3.306 -0.505 0.298 -0.578 0.588 0.15
C 1.709 -3.304 -0.643 -0.294 0.099 -0.073 -1.02
C 2.421 -1.956 -0.421 -0.107 -0.038 0.017 -0.62
N 1.719 -1.069 0.486 0.197 0.050 0.055 0.53
H 1.953 -2.533 1.934 0.083 0.020 0.032 0.44
H 2.608 -0.967 2.416 0.055 -0.117 0.026 0.40
H 0.445 -0.036 2.783 -0.017 0.003 0.067 -0.08
H 0.546 -1.579 3.650 0.017 0.075 0.029 0.36
H -1.486 -0.923 2.245 0.018 0.011 -0.038 -0.22
H -2.172 -2.964 1.778 -0.015 0.013 0.046 0.39
H -1.058 -3.245 3.132 -0.081 -0.035 -0.015 0.38
H -0.865 -4.834 1.182 0.056 -0.041 0.090 0.53
H 0.660 -4.076 1.646 -0.012 -0.076 0.010 0.30
H 1.902 -3.626 -1.666 0.085 -0.065 0.019 0.56
H 2.081 -4.080 0.025 0.024 -0.007 -0.004 0.50
H 2.483 -1.447 -1.382 0.043 0.036 -0.004 0.12
H 3.443 -2.177 -0.071 0.036 0.010 -0.132 0.47
H 2.051 -0.124 0.363 -0.069 0.058 -0.019 -0.33
Te -2.809 4.102 0.448 0.751 0.199 -0.439 0.19
C -2.244 5.938 -0.476 -0.113 -0.055 0.095 0.26
C -0.929 6.382 -0.388 0.008 -0.017 0.009 -0.12
C -0.566 7.540 -1.054 -0.002 -0.011 0.008 -0.31
N -1.408 8.275 -1.782 0.038 0.075 -0.052 -0.67
C -2.668 7.854 -1.845 0.001 0.083 0.008 -0.38
C -3.133 6.711 -1.213 -0.035 -0.133 0.104 -0.37
C -1.030 3.115 -0.224 -1.343 -0.817 0.137 -0.05
P -0.483 1.844 0.925 0.174 1.250 0.070 0.72
C 0.707 2.906 1.866 0.187 -0.249 -0.037 0.86
C 0.326 4.030 2.604 -0.004 -0.081 0.104 -0.39
C 1.277 4.921 3.077 -0.017 0.049 0.033 -0.92
C 2.626 4.722 2.813 -0.005 -0.039 -0.024 -0.62
C 3.018 3.615 2.076 0.086 0.073 0.032 -0.79
C 2.065 2.721 1.609 -0.101 -0.116 0.084 -0.26
C -1.827 1.530 2.135 -0.074 -0.141 0.085 0.39
C -1.762 1.746 3.510 0.048 -0.091 -0.111 -0.54
C -2.857 1.473 4.321 0.012 -0.034 0.084 -0.84
C -4.019 0.947 3.780 0.003 0.009 0.012 -0.67
C -4.080 0.677 2.417 -0.065 -0.040 -0.007 -0.79
C -2.997 0.964 1.605 0.127 0.062 0.049 -0.65
P -1.099 2.180 -1.824 0.436 0.721 0.374 0.71
C 0.626 2.615 -2.338 0.009 -0.146 -0.226 0.62
C 1.536 1.600 -2.619 -0.095 0.068 -0.058 -0.67
C 2.869 1.892 -2.890 0.091 0.005 0.004 -0.72
C 3.307 3.206 -2.895 -0.009 -0.120 -0.012 -0.79
C 2.403 4.227 -2.624 0.019 0.136 -0.035 -0.79
C 1.081 3.934 -2.339 0.091 -0.049 0.013 -0.06
C -2.140 3.201 -2.933 -0.111 -0.245 -0.156 0.59
C -1.671 4.003 -3.972 0.046 -0.005 0.110 -0.70
C -2.553 4.728 -4.760 -0.011 0.084 -0.057 -0.77
C -3.918 4.668 -4.523 0.005 0.001 -0.005 -0.49
C -4.403 3.829 -3.530 -0.052 0.035 0.000 -0.67
C -3.523 3.086 -2.760 0.104 -0.041 -0.092 -0.44
H -0.204 5.814 0.183 0.065 -0.037 -0.064 0.29
H 0.457 7.903 -1.010 -0.008 -0.033 0.035 0.38
H -3.339 8.466 -2.441 -0.034 -0.048 0.011 0.35
H -4.171 6.417 -1.304 -0.002 -0.008 -0.097 0.34
H -0.723 4.224 2.788 -0.021 -0.005 -0.009 0.47
H 0.962 5.786 3.649 -0.017 0.006 -0.024 0.42
H 3.363 5.430 3.171 0.002 -0.012 0.016 0.38
H 4.068 3.455 1.859 -0.016 -0.019 -0.031 0.43
H 2.378 1.876 1.006 0.027 0.024 -0.017 0.12
H -0.848 2.123 3.950 -0.031 0.068 0.023 0.46
H -2.797 1.672 5.384 -0.004 -0.014 -0.002 0.39
H -4.871 0.738 4.415 0.003 -0.009 -0.001 0.37
H -4.972 0.233 1.992 0.002 0.029 -0.022 0.48
H -3.031 0.744 0.541 -0.091 0.023 0.007 0.28
H 1.197 0.574 -2.645 0.000 -0.049 -0.007 0.42
H 3.563 1.087 -3.106 -0.016 -0.002 0.000 0.45
H 4.343 3.432 -3.118 -0.004 0.034 0.022 0.36
H 2.737 5.259 -2.638 -0.026 -0.001 0.031 0.45
H 0.389 4.729 -2.107 -0.052 0.098 0.105 0.59
H -0.609 4.060 -4.167 -0.021 0.026 -0.032 0.49
H -2.173 5.348 -5.563 0.028 0.012 0.029 0.41
H -4.600 5.259 -5.122 -0.005 -0.028 -0.015 0.36
H -5.471 3.753 -3.361 0.013 -0.045 0.008 0.40
H -3.906 2.381 -2.034 -0.044 0.060 0.088 0.43
F -0.379 -1.032 -5.555 -0.051 -0.017 0.072 -0.25
C -1.332 -0.778 -4.641 0.043 -0.175 0.043 0.48
F -1.298 0.534 -4.387 0.005 -0.078 0.042 -0.12
F -2.517 -1.050 -5.208 0.033 -0.025 0.103 -0.24
S -1.045 -1.835 -3.126 -0.356 -0.036 -1.795 0.71
O -2.116 -1.453 -2.222 -0.106 -0.044 -0.004 -0.66
O -1.117 -3.159 -3.675 -0.004 -0.160 0.106 -0.60
O 0.288 -1.397 -2.725 0.119 -0.073 0.110 -0.61
```
Positions in Å, forces in eV/Å.

Calculated values
Net charge: -1
HOMO (eV): -3.86
Energy above the lowest of the compared OMol25 structures with the same formula, charge and spin (kJ/mol): 120.1
F_max (eV Å⁻¹): 1.83

Record 2
A structure of composition C26H50NP3SSc, computed with ωB97M-V/def2-TZVPD.

The geometry in XYZ format:
```
82
Properties=species:S:1:pos:R:3:forces:R:3:mulliken_charge:R:1
Sc -0.401 0.181 0.083 -2.569 -3.114 -0.640 -1.81
P 0.482 -2.168 1.153 0.873 -0.909 0.475 1.08
P -1.655 0.444 2.428 -0.599 0.241 1.784 1.28
P 1.333 -0.277 -1.811 1.159 -0.349 -1.194 1.45
H 0.894 1.999 2.044 -0.497 -0.532 -0.521 0.46
C 0.941 1.942 0.944 -1.164 3.558 -1.102 -0.06
C -0.077 2.488 0.135 3.306 1.274 2.242 -0.54
H -0.953 2.948 0.589 -0.153 -0.493 0.003 0.24
C 2.037 -1.840 2.083 -0.085 0.215 -0.054 -1.22
C -0.383 -3.218 2.391 -0.309 0.182 0.013 -1.28
C 1.022 -3.502 0.003 -0.246 0.084 -0.176 -1.22
C -2.422 2.077 2.752 0.104 0.216 -0.381 -1.42
C -3.063 -0.586 2.980 -0.260 -0.372 -0.309 -1.40
C -0.636 0.311 3.951 0.301 -0.019 -0.196 -1.31
C 1.478 1.200 -2.880 -0.191 0.274 0.246 -1.10
C 0.927 -1.537 -3.068 -0.395 -0.203 0.206 -1.17
C 3.070 -0.703 -1.406 -0.016 0.168 0.274 -1.12
H 1.968 1.841 0.575 -0.419 -0.419 -0.363 -0.07
H 0.148 2.840 -0.874 -0.029 -0.641 -0.077 0.51
H 2.436 -2.788 2.477 -0.103 0.348 -0.141 0.46
H 1.831 -1.158 2.920 0.128 -0.207 -0.150 0.34
H 2.783 -1.374 1.427 -0.105 -0.132 0.194 0.31
H 0.296 -4.039 2.660 -0.198 0.205 -0.069 0.60
H -1.299 -3.644 1.964 0.235 0.022 0.199 0.27
H -0.632 -2.665 3.305 0.024 -0.135 -0.235 0.30
H 1.203 -4.414 0.588 0.010 0.251 -0.170 0.54
H 1.942 -3.233 -0.527 -0.318 -0.100 0.135 0.45
H 0.228 -3.704 -0.729 0.241 -0.032 0.132 0.26
H -2.637 2.152 3.825 -0.026 0.029 -0.296 0.47
H -3.351 2.173 2.179 0.168 0.089 0.104 0.41
H -1.744 2.891 2.470 -0.216 -0.057 0.216 0.42
H -3.387 -0.256 3.979 0.158 -0.108 -0.315 0.57
H -2.802 -1.651 3.023 -0.053 0.267 0.009 0.15
H -3.911 -0.440 2.295 0.145 0.070 0.268 0.59
H -1.201 0.708 4.806 0.206 -0.140 -0.261 0.51
H 0.284 0.892 3.822 -0.096 -0.135 0.279 0.33
H -0.373 -0.734 4.148 0.038 0.256 0.022 0.30
H 2.229 0.988 -3.655 -0.249 0.178 0.186 0.48
H 1.796 2.082 -2.304 0.066 -0.250 -0.278 0.14
H 0.501 1.412 -3.340 0.301 -0.115 0.014 0.32
H 1.601 -1.403 -3.928 -0.217 -0.102 0.281 0.50
H -0.116 -1.401 -3.386 0.248 -0.070 -0.055 0.26
H 1.036 -2.548 -2.652 0.011 0.313 -0.242 0.32
H 3.670 -0.716 -2.329 -0.170 0.044 0.353 0.44
H 3.122 -1.687 -0.922 0.032 0.298 -0.234 0.31
H 3.485 0.039 -0.708 0.024 -0.275 -0.311 0.13
C 5.469 3.871 -1.242 0.773 1.588 0.124 0.49
C 6.795 3.779 -0.759 -0.588 0.054 0.035 -0.34
C 7.500 4.946 -0.429 -0.042 -0.176 -0.060 -0.45
C 6.930 6.208 -0.623 -0.249 -0.162 -0.127 -0.43
C 5.666 6.309 -1.217 -0.039 -0.536 -0.100 -0.49
C 4.950 5.149 -1.554 0.459 -0.154 0.570 -0.42
S 4.469 2.476 -1.613 -0.399 -0.838 0.242 -0.21
H 3.894 2.121 -0.399 0.699 0.607 -0.533 0.00
H 7.245 2.790 -0.652 -0.069 0.342 0.144 0.37
H 8.509 4.874 -0.011 -0.408 -0.060 -0.217 0.35
H 7.474 7.116 -0.335 -0.230 -0.476 -0.162 0.38
H 5.228 7.283 -1.420 0.118 -0.168 0.000 0.37
H 3.985 5.209 -2.049 0.079 0.117 0.182 0.36
C -5.660 -2.181 -0.466 -0.423 0.065 -0.204 -0.78
N -4.493 -2.435 0.417 0.529 0.062 0.390 0.31
C -4.854 -3.454 1.452 0.053 0.092 0.041 -0.77
C -3.259 -2.876 -0.364 -0.080 -0.198 0.450 0.44
C -2.903 -1.785 -1.315 0.248 -0.557 -1.067 -0.06
C -3.303 -1.914 -2.646 -0.462 0.327 -0.054 -0.62
C -3.251 -0.807 -3.500 0.337 0.093 -0.164 -0.84
C -2.748 0.404 -3.037 -0.043 0.479 0.141 -0.87
C -2.268 0.502 -1.712 0.095 -1.014 -0.801 -0.54
C -2.248 -0.631 -0.891 0.533 1.163 1.141 1.75
H -5.800 -3.081 -1.082 -0.095 0.361 0.141 0.38
H -5.469 -1.303 -1.093 -0.115 -0.338 0.181 0.32
H -6.538 -2.021 0.175 0.267 -0.007 -0.347 0.37
H -4.230 -1.547 0.886 -0.222 -0.628 -0.340 -0.20
H -5.009 -4.402 0.926 -0.046 0.166 0.281 0.40
H -4.039 -3.538 2.179 -0.194 -0.068 -0.206 0.29
H -5.771 -3.123 1.948 0.196 -0.211 -0.042 0.38
H -2.471 -3.052 0.378 -0.240 0.047 -0.117 -1.04
H -3.539 -3.832 -0.832 0.178 0.395 0.015 0.56
H -3.719 -2.855 -3.018 0.107 0.315 0.172 0.49
H -3.607 -0.880 -4.530 0.159 -0.038 0.345 0.48
H -2.724 1.274 -3.696 -0.141 -0.239 0.202 0.49
H -1.916 1.484 -1.356 0.160 -0.079 -0.120 0.59
```
Positions in Å, forces in eV/Å.

Calculated values
Net charge: +3
HOMO (eV): -14.64
F_max (eV Å⁻¹): 4.19